1.
# C55H52F4N2O2

7 unconnected molecules or ions with the total composition C55H52F4N2O2 (ωB97M-V/def2-TZVPD, the Open Molecules 2025 dataset).

For the lowest unoccupied orbital energy, the calculation gives -2.04 eV. For the gap between HOMO and LUMO, the calculation gives 0.259 Ha. Its total energy is -75803.2775 eV. The HOMO energy comes out at -0.3342 Ha. The SMILES is CCCCCc1cc(F)c2c(c1-c1cccnc1)C(=O)N(C(F)(F)F)C2=O.c1ccccc1.c1ccccc1.c1ccccc1.c1ccccc1.c1ccccc1.c1ccccc1.

Positions of all 115 atoms, in Å:
C1 0.715 -0.312 1.043
C2 0.795 1.197 0.407
C3 -0.616 1.671 -0.356
C4 -1.556 2.602 0.627
C5 -2.900 3.221 -0.153
C6 -3.109 2.424 -1.580
C7 -2.369 3.051 -2.942
C8 -2.492 2.317 -4.440
F1 -1.839 2.831 -5.667
C9 -3.378 0.939 -4.489
C10 -4.102 0.320 -3.154
C11 -4.018 1.040 -1.683
C12 -4.828 0.355 -0.413
C13 -4.021 -0.056 0.939
C14 -5.047 -0.695 2.028
C15 -6.596 -0.878 1.655
N1 -7.376 -0.524 0.436
C16 -6.407 0.098 -0.508
C17 -4.832 -1.050 -3.681
O1 -5.897 -1.733 -3.245
N2 -3.967 -1.401 -4.883
C18 -2.759 -2.280 -4.644
F2 -1.683 -1.659 -3.833
F3 -3.072 -3.596 -4.015
F4 -2.155 -2.533 -6.006
C19 -3.729 -0.117 -5.693
O2 -3.846 0.024 -7.017
H1 -0.372 -0.555 1.408
H2 1.022 -1.155 0.270
H3 1.484 -0.336 1.955
H4 1.667 1.203 -0.401
H5 1.095 2.007 1.208
H6 -1.131 0.665 -0.691
H7 -0.249 2.328 -1.275
H8 -1.833 1.953 1.562
H9 -0.856 3.491 0.996
H10 -3.803 2.990 0.573
H11 -2.684 4.369 -0.272
H12 -1.696 4.035 -2.895
H13 -2.880 0.069 1.164
H14 -4.648 -1.024 3.089
H15 -7.262 -1.391 2.506
H16 -6.913 0.470 -1.526
C20 4.800 1.538 -3.513
C21 3.741 1.903 -2.683
C22 3.964 2.755 -1.601
C23 5.248 3.237 -1.346
C24 6.309 2.864 -2.171
C25 6.085 2.015 -3.255
H17 4.625 0.880 -4.360
H18 2.741 1.526 -2.880
H19 3.137 3.042 -0.956
H20 5.421 3.902 -0.505
H21 7.310 3.235 -1.969
H22 6.912 1.727 -3.899
C26 -6.900 1.728 3.523
C27 -7.959 2.094 4.353
C28 -7.736 2.946 5.435
C29 -6.452 3.428 5.690
C30 -5.391 3.055 4.866
C31 -5.615 2.206 3.781
H23 -7.075 1.071 2.676
H24 -8.959 1.716 4.156
H25 -8.563 3.233 6.080
H26 -6.279 4.093 6.532
H27 -4.390 3.426 5.068
H28 -4.788 1.917 3.138
C32 9.717 -1.461 -0.480
C33 9.423 -0.488 0.475
C34 8.245 0.252 0.378
C35 7.362 0.021 -0.677
C36 7.660 -0.945 -1.637
C37 8.837 -1.687 -1.538
H29 10.632 -2.041 -0.400
H30 10.112 -0.306 1.296
H31 8.014 1.008 1.124
H32 6.442 0.596 -0.752
H33 6.975 -1.121 -2.463
H34 9.068 -2.442 -2.285
C38 12.947 4.332 1.685
C39 12.046 4.703 0.688
C40 11.237 3.741 0.085
C41 11.331 2.405 0.477
C42 12.238 2.033 1.469
C43 13.045 2.996 2.074
H35 13.573 5.083 2.159
H36 11.974 5.743 0.380
H37 10.532 4.031 -0.690
H38 10.698 1.656 0.010
H39 12.316 0.991 1.771
H40 13.751 2.706 2.848
C44 -1.603 -4.062 1.405
C45 -0.933 -5.144 0.833
C46 0.207 -5.661 1.446
C47 0.682 -5.095 2.629
C48 0.017 -4.007 3.196
C49 -1.126 -3.492 2.586
H41 -2.496 -3.663 0.931
H42 -1.301 -5.584 -0.090
H43 0.727 -6.506 1.002
H44 1.569 -5.500 3.108
H45 0.390 -3.562 4.115
H46 -1.644 -2.646 3.029
C50 -9.150 -6.112 0.480
C51 -8.956 -4.875 1.093
C52 -8.370 -3.827 0.383
C53 -7.973 -4.019 -0.941
C54 -8.159 -5.259 -1.551
C55 -8.748 -6.305 -0.842
H47 -9.612 -6.926 1.032
H48 -9.262 -4.726 2.126
H49 -8.222 -2.862 0.860
H50 -7.519 -3.202 -1.496
H51 -7.845 -5.410 -2.581
H52 -8.895 -7.271 -1.319

Löwdin atomic charge list, values in e, 2 entries: number 1, C, carries -0.1424; number 2, C, carries -0.2537

2.
# C55H53CdN3O7Te

A molecular structure, C55H53CdN3O7Te (ωB97M-V/def2-TZVPD, the Open Molecules 2025 dataset).

The energy above the lowest of the compared OMol25 structures with the same formula, charge and spin comes out at 18.2 kJ/mol. For the lowest unoccupied orbital energy, the calculation gives 3.28 eV. For the gap between HOMO and LUMO, the calculation gives 0.174 Ha. Its total energy is -88557.4481 eV. The HOMO energy comes out at -0.0535 Ha. As for the total charge: -2.

Positions of all 120 atoms, in Å:
Cd1 1.334 -0.093 0.474
C1 1.524 3.272 4.609
C2 1.709 1.752 4.665
C3 2.886 1.388 5.571
C4 0.436 1.043 5.104
C5 -0.177 1.394 6.298
C6 -1.335 0.758 6.721
C7 -1.901 -0.218 5.920
C8 -1.329 -0.590 4.704
C9 -1.973 -1.668 3.854
C10 -1.716 -3.056 4.452
C11 -3.479 -1.436 3.673
C12 -0.126 0.014 4.311
N1 0.620 -0.359 3.176
C13 1.581 -1.201 3.408
C14 2.808 -1.205 2.720
C15 3.918 -2.038 2.941
C16 4.983 -1.423 2.313
C17 4.487 -0.219 1.751
N2 3.177 -0.097 1.975
C18 5.365 0.871 1.168
C19 6.045 0.394 -0.143
C20 6.456 1.189 2.207
C21 4.570 2.155 0.927
H1 2.415 3.742 4.187
H2 1.356 3.694 5.604
H3 0.674 3.531 3.978
H4 1.953 1.411 3.660
H5 2.703 1.701 6.604
H6 3.797 1.877 5.218
H7 3.061 0.310 5.560
H8 0.267 2.166 6.919
H9 -1.789 1.018 7.670
H10 -2.800 -0.716 6.262
H11 -1.497 -1.628 2.872
H12 -2.183 -3.148 5.436
H13 -0.645 -3.233 4.563
H14 -2.124 -3.835 3.803
H15 -3.962 -2.326 3.261
H16 -3.667 -0.603 2.994
H17 -3.972 -1.214 4.619
H18 1.518 -1.874 4.276
H19 3.923 -2.958 3.509
H20 5.999 -1.783 2.260
H21 7.134 0.419 -0.054
H22 5.761 1.029 -0.984
H23 5.755 -0.625 -0.395
H24 7.039 0.301 2.457
H25 6.009 1.570 3.129
H26 7.137 1.947 1.810
H27 3.777 1.997 0.198
H28 5.239 2.932 0.547
H29 4.114 2.505 1.857
O1 4.891 -0.862 -4.433
C22 4.242 -0.704 -3.418
C23 3.884 -1.759 -2.408
O2 4.301 -2.907 -2.388
C24 2.985 -1.117 -1.446
C25 2.898 0.280 -1.733
O3 2.268 1.145 -1.014
C26 3.668 0.594 -2.927
O4 3.846 1.694 -3.436
O5 2.404 -1.706 -0.471
C27 -4.098 2.078 -4.390
C28 -3.001 1.333 -3.672
C29 -1.913 0.805 -4.340
C30 -0.864 0.136 -3.705
C31 0.228 -0.451 -4.500
O6 1.276 -0.857 -4.041
C32 0.068 -0.621 -6.002
C33 1.182 -0.377 -6.802
C34 1.172 -0.725 -8.143
C35 0.058 -1.345 -8.697
C36 -1.059 -1.581 -7.909
C37 -1.056 -1.212 -6.570
C38 -0.843 0.029 -2.263
O7 0.082 -0.516 -1.611
C39 -2.022 0.553 -1.591
C40 -3.035 1.175 -2.285
C41 -2.002 0.492 -0.114
N3 -1.804 -0.570 0.573
C42 -1.849 -1.863 -0.084
C43 -3.072 -2.635 0.397
Te1 -4.955 -1.730 -0.111
C44 -4.864 -1.992 -2.202
C45 -3.915 -2.801 -2.816
C46 -3.892 -2.927 -4.198
C47 -4.824 -2.258 -4.979
C48 -5.775 -1.452 -4.370
C49 -5.791 -1.316 -2.991
C50 -2.089 1.783 0.639
C51 -1.985 3.016 -0.001
C52 -2.075 4.196 0.726
C53 -2.270 4.160 2.098
C54 -2.361 2.934 2.746
C55 -2.263 1.761 2.022
H30 -4.034 1.920 -5.468
H31 -4.036 3.156 -4.210
H32 -5.085 1.748 -4.055
H33 -1.862 0.925 -5.417
H34 2.062 0.061 -6.348
H35 2.047 -0.537 -8.754
H36 0.069 -1.659 -9.735
H37 -1.930 -2.066 -8.335
H38 -1.922 -1.404 -5.951
H39 -3.898 1.544 -1.733
H40 -0.957 -2.423 0.212
H41 -1.849 -1.797 -1.170
H42 -3.084 -2.676 1.486
H43 -3.077 -3.654 0.015
H44 -3.181 -3.336 -2.230
H45 -3.132 -3.542 -4.662
H46 -4.802 -2.355 -6.058
H47 -6.498 -0.916 -4.971
H48 -6.529 -0.673 -2.523
H49 -1.816 3.055 -1.068
H50 -1.980 5.146 0.216
H51 -2.333 5.082 2.664
H52 -2.498 2.887 3.820
H53 -2.308 0.803 2.514

Löwdin atomic charge list, values in e, 2 entries: number 1, Cd, carries 1.5113; number 2, C, carries -0.0630

Question: Which of these has the highest total energy?
Answer: C55H52F4N2O2

Question: Number 2 is which compound?
Answer: C55H53CdN3O7Te

Question: Which formula does entry 1 have?
Answer: C55H52F4N2O2